56
Properties=species:S:1:pos:R:3 method="wB97M-V/def2-TZVPD" multiplicity=3 s_squared=2.0073 total_energy_ha=-1926.859653 relative_energy_kcal_mol=0.0 homo_energy_ev="-6.60 / -8.48"
P 2.2938 1.1290 -1.3156
P 2.1321 -1.6349 0.2885
C 3.9008 0.3369 -0.7604
C 3.7537 -1.1726 -0.5407
H 4.2314 0.8665 0.1484
H 4.6380 0.5321 -1.5527
H 3.7999 -1.7470 -1.4803
H 4.5484 -1.5422 0.1237
C 2.6993 -1.2397 2.0002
H 1.9703 -1.6279 2.7199
H 2.8197 -0.1622 2.1415
H 3.6607 -1.7393 2.1499
C 2.3816 -3.4470 0.3620
H 3.3279 -3.6480 0.8762
H 2.4130 -3.8570 -0.6566
H 1.5492 -3.8880 0.9233
C 2.8447 2.8605 -1.5188
H 2.0159 3.4236 -1.9609
H 3.7140 2.8933 -2.1821
H 3.1021 3.2791 -0.5383
C 2.4425 0.5787 -3.0622
H 2.3392 -0.5068 -3.1541
H 3.4300 0.8809 -3.4308
H 1.6711 1.0742 -3.6634
Pd -2.8799 0.2445 0.1074
C -1.4827 -1.5833 0.2881
C -1.2196 -0.6971 1.3312
C -0.1720 0.3472 1.4697
C -0.4905 1.7906 0.9709
C -1.2563 1.8706 -0.3101
C -1.2850 0.9541 -1.3559
C -0.3846 -0.2278 -1.5155
C -0.9392 -1.6188 -1.0941
C -4.3392 1.2418 -0.7746
H -2.0985 -2.4420 0.5662
H -1.6997 -0.9772 2.2799
H 0.7652 0.0348 0.9888
H 0.0859 0.4004 2.5401
H -1.0852 2.2658 1.7717
H 0.4396 2.3847 0.8990
H -1.7797 2.8089 -0.4850
H -1.9012 1.2322 -2.2229
H 0.4507 -0.0777 -0.8226
H 0.0041 -0.2605 -2.5406
H -1.7138 -1.9165 -1.8151
H -0.1445 -2.3760 -1.1679
H -5.2611 0.6522 -0.7681
H -4.0225 1.4666 -1.8008
H -4.4769 2.1708 -0.2100
F -5.4145 0.6220 4.0842
C -4.9166 0.6333 2.8289
F -5.5675 1.6128 2.1258
F -3.5968 1.0325 2.9222
C -5.0666 -0.7528 2.1033
O -6.0258 -1.4149 2.4838
O -4.2053 -1.0634 1.2054

56
Properties=species:S:1:pos:R:3 method="wB97M-V/def2-TZVPD" multiplicity=5 s_squared=6.0294 total_charge=+2 total_energy_ha=-2538.989304 relative_energy_kcal_mol=0.0 homo_energy_ev="-10.90 / -15.13"
P -4.4425 3.8065 -3.4076
P -2.1558 3.1862 -5.5500
C -4.4249 4.7902 -4.9924
C -3.6972 4.0624 -6.1300
H -3.9176 5.7391 -4.7778
H -5.4573 5.0317 -5.2808
H -4.3580 3.3008 -6.5625
H -3.4353 4.7614 -6.9363
C -0.8928 4.4747 -5.9881
H 0.1095 4.0466 -5.8850
H -0.9660 5.3187 -5.2955
H -1.0184 4.8423 -7.0143
C -1.9193 2.0535 -7.0013
H -1.9548 2.5924 -7.9563
H -2.7010 1.2871 -6.9968
H -0.9523 1.5475 -6.9159
C -4.8839 5.1773 -2.2366
H -5.0951 4.7587 -1.2473
H -5.7593 5.7449 -2.5760
H -4.0342 5.8602 -2.1381
C -6.1155 3.0159 -3.5613
H -6.0900 2.2368 -4.3292
H -6.8937 3.7457 -3.8180
H -6.3770 2.5380 -2.6117
Pt 0.0000 0.0000 0.0000
C -0.0946 -0.0589 -2.2245
C 0.5673 1.1140 -1.8757
C -0.0552 2.5005 -1.8841
C -0.6320 2.9204 -0.5100
C -1.2947 1.7947 0.2527
C -2.0917 0.7916 -0.2892
C -2.5022 0.6996 -1.7496
C -1.5552 -0.1848 -2.5967
C -0.2697 -0.5519 1.9846
H 0.5198 -0.9177 -2.4880
H 1.6542 1.0808 -1.8609
H -0.8299 2.5524 -2.6540
H 0.7126 3.2260 -2.1723
H 0.1848 3.2991 0.1138
H -1.3352 3.7570 -0.6419
H -1.3362 1.9354 1.3312
H -2.6774 0.1967 0.4078
H -2.5697 1.7037 -2.1775
H -3.5103 0.2754 -1.8026
H -1.8366 -1.2343 -2.4592
H -1.6965 0.0368 -3.6657
H -0.0731 -1.6189 2.1304
H -1.2854 -0.3256 2.3338
H 0.4427 0.0081 2.6041
Cl 4.3964 -2.1062 2.2228
C 3.9461 -1.6805 0.5537
Cl 3.6639 -3.1860 -0.3641
C 2.7350 -0.7972 0.5671
O 2.7830 0.3640 1.1784
O 1.6251 -1.1687 -0.0306
H 4.7888 -1.1353 0.0794

61
Properties=species:S:1:pos:R:3 method="wB97M-V/def2-TZVPD" multiplicity=6 s_squared=8.7684 total_charge=+3 total_energy_ha=-6551.157292 relative_energy_kcal_mol=28.3 homo_energy_ev="-17.02 / -17.54"
Pd 0.9453 -0.2152 1.4595
O -0.5967 -3.5618 4.0354
C -0.2883 -2.5070 3.3169
O 0.1494 -2.5463 2.1869
C -0.5563 -1.2173 4.0461
C -0.9856 -1.2012 5.3673
C -1.2295 0.0246 5.9656
C -1.0823 1.1768 5.2074
C -0.6643 1.0702 3.8878
N -0.3705 -0.1100 3.3260
C -0.5322 2.2484 2.9512
O -1.0110 3.4193 3.3095
O -0.0204 2.1159 1.8619
H -0.3975 -4.3781 3.5445
H -1.1186 -2.1272 5.9061
H -1.5430 0.0809 6.9989
H -1.2824 2.1357 5.6661
H -1.4451 3.4259 4.1736
Se 2.9517 0.0217 2.8302
C 4.0829 0.0149 1.3978
N 4.7063 0.0006 0.4272
C -0.0300 -3.4821 -1.5854
Si 1.2476 -2.2898 -2.1897
C 1.2986 -1.9053 -3.9929
C 2.8448 -2.2387 -1.2626
Ge 0.1602 0.0152 -1.0239
Si -2.5428 0.0446 -1.4471
C -2.9847 -1.4314 -0.4167
C -2.9207 1.6938 -0.6952
C -2.6464 -0.1171 -3.2848
Si 1.3623 2.4262 -2.0675
C 2.9625 2.1977 -1.1831
C 1.3186 2.1191 -3.8851
C 0.1840 3.6519 -1.3534
H 0.4430 -4.4728 -1.6294
H -0.9175 -3.5180 -2.2146
H -0.3081 -3.3251 -0.5429
H 1.6892 -2.8028 -4.4901
H 1.9822 -1.0950 -4.2371
H 0.3195 -1.7103 -4.4288
H 3.3800 -3.1530 -1.5553
H 2.7092 -2.2914 -0.1794
H 3.4886 -1.3968 -1.5104
H -2.5041 -1.4296 0.5624
H -2.7826 -2.3780 -0.9145
H -4.0657 -1.3741 -0.2406
H -2.4198 1.8621 0.2586
H -3.9998 1.7036 -0.4986
H -2.7041 2.5238 -1.3641
H -2.2678 -1.0701 -3.6531
H -2.1680 0.7030 -3.8186
H -3.7126 -0.0807 -3.5416
H 3.5432 1.3378 -1.5086
H 2.8364 2.1717 -0.1014
H 3.5569 3.0937 -1.4097
H 1.9098 1.2594 -4.1920
H 1.7783 2.9987 -4.3547
H 0.3103 2.0440 -4.2899
H -0.0478 3.4630 -0.3042
H -0.7284 3.7674 -1.9337
H 0.7140 4.6142 -1.3860

63
Properties=species:S:1:pos:R:3 method="wB97M-V/def2-TZVPD" multiplicity=6 s_squared=8.7608 total_charge=-1 total_energy_ha=-10161.021302 relative_energy_kcal_mol=0.0 homo_energy_ev="-3.98 / -4.52"
Mn 0.4269 -0.2071 -1.2585
O 2.6029 -0.1815 -3.4244
C 3.2799 1.0575 -3.5161
C 3.3576 1.8844 -2.2237
C 4.4743 2.9130 -2.5065
O 4.6397 3.8972 -1.4959
C 3.8198 1.0640 -1.0137
Se 2.5319 -0.0322 0.0100
C 2.0640 2.6773 -1.9677
Se 0.3284 1.8550 -2.4677
H 1.6577 0.0211 -3.5075
H 2.8151 1.6870 -4.2841
H 4.3003 0.8278 -3.8435
H 4.2695 3.3960 -3.4727
H 5.4371 2.4032 -2.5837
H 3.7701 4.2618 -1.2988
H 4.2253 1.7500 -0.2728
H 4.6185 0.3878 -1.3236
H 2.0821 3.5991 -2.5565
H 1.9852 2.9321 -0.9084
Se -2.8148 0.1831 -2.5613
C -3.7085 -1.2745 -1.9705
N -4.2658 -2.1989 -1.5320
C -0.5000 2.4851 1.2129
N -1.5777 1.7019 1.8033
C -2.3670 2.4210 2.7842
P -1.6178 0.0559 1.6627
O -0.8449 -0.4015 0.4802
N -3.2342 -0.3035 1.7383
C -3.5879 -1.7268 1.8094
C -4.1687 0.4593 0.9026
N -1.0156 -0.7334 3.0059
C 0.4131 -1.0148 3.0640
C -1.6282 -0.5587 4.3085
H -0.9097 3.2638 0.5638
H 0.1554 1.8538 0.6164
H 0.1035 2.9559 1.9972
H -2.7436 3.3459 2.3373
H -1.7709 2.6901 3.6647
H -3.2187 1.8250 3.1034
H -2.7842 -2.2874 2.2817
H -3.7737 -2.1338 0.8123
H -4.4956 -1.8456 2.4081
H -3.7264 1.4020 0.5928
H -5.0832 0.6601 1.4700
H -4.4282 -0.0980 0.0022
H 0.8484 -0.9851 2.0691
H 0.5822 -2.0081 3.4906
H 0.9377 -0.2808 3.6867
H -2.6700 -0.2665 4.1998
H -1.1057 0.2012 4.9039
H -1.5910 -1.5003 4.8656
I 3.1249 -5.5466 -1.2092
C 1.4032 -4.3649 -1.3701
C 0.1531 -4.9133 -1.1188
C -0.9529 -4.0959 -1.2728
C -0.7625 -2.7798 -1.6583
N 0.4514 -2.2490 -1.8631
C 1.5242 -3.0382 -1.7277
H 0.0495 -5.9463 -0.8161
H -1.9605 -4.4508 -1.1052
H -1.6096 -2.1268 -1.8178
H 2.4844 -2.5686 -1.8993

62
Properties=species:S:1:pos:R:3 method="wB97M-V/def2-TZVPD" total_energy_ha=-2459.357628 homo_energy_ev=-8.83
C -2.8264 -0.7382 1.5633
C -3.5596 0.4139 0.8656
C -4.9806 0.6177 1.4523
C -5.0613 1.7605 2.4714
C -6.4983 2.3453 2.6652
C -7.5369 1.2485 2.5591
C -8.4771 1.3097 1.4773
C -9.4202 0.3503 1.3033
C -9.4331 -0.7228 2.2262
N -10.2489 -1.7851 2.2279
S -9.8471 -2.7130 3.4581
N -8.6356 -1.8579 4.1099
C -8.5159 -0.7904 3.3204
C -7.5552 0.2459 3.4735
H -1.8424 -0.8375 1.1018
H -3.3586 -1.6725 1.3748
H -2.7495 -0.5846 2.6397
H -3.6938 0.0973 -0.1709
H -2.9917 1.3437 0.9017
H -5.6791 0.7378 0.6214
H -5.2291 -0.3021 1.9832
H -4.7954 1.3366 3.4435
H -4.3918 2.5868 2.2311
H -6.6442 3.0968 1.8892
H -6.5349 2.8106 3.6505
H -8.4175 2.1376 0.7827
H -10.1332 0.3833 0.4919
H -6.8196 0.2552 4.2671
C 4.0962 -0.1785 3.4335
O 3.0080 -0.4884 2.5414
P 2.6120 0.6039 1.3894
O 1.2737 0.1683 0.9515
O 3.8159 0.1585 0.4051
C 3.7897 -1.1627 -0.1289
O 2.8059 2.1277 0.9151
C 1.7074 3.0322 1.1309
H 4.2353 -1.0316 4.0915
H 5.0173 -0.0063 2.8719
H 3.8642 0.6985 4.0379
H 2.7895 -1.5946 -0.1186
H 4.4638 -1.8034 0.4420
H 4.1456 -1.1197 -1.1566
H 1.2637 2.9022 2.1159
H 0.9542 2.8720 0.3632
H 2.0996 4.0429 1.0473
C 7.0742 0.3757 -3.1292
O 7.2942 -1.0286 -3.3726
P 7.1067 -1.5872 -4.8936
O 7.0023 -3.0466 -4.7182
O 8.5422 -1.0816 -5.4245
C 9.7085 -1.6803 -4.8650
O 6.4192 -1.2078 -6.2897
C 5.1552 -1.8257 -6.5940
H 7.2804 0.5731 -2.0812
H 7.7409 0.9828 -3.7458
H 6.0371 0.6369 -3.3407
H 9.4926 -2.6563 -4.4314
H 10.1319 -1.0268 -4.1002
H 10.4353 -1.7987 -5.6660
H 4.4908 -1.8325 -5.7325
H 5.3262 -2.8433 -6.9362
H 4.6975 -1.2475 -7.3930

56
Properties=species:S:1:pos:R:3 method="wB97M-V/def2-TZVPD" total_energy_ha=-1111.489794 relative_energy_kcal_mol=94.8 homo_energy_ev=-9.00
O 4.6383 2.4412 -1.2764
C 3.6839 1.7618 -1.6952
C 2.1102 1.9379 -1.3550
C 1.6381 0.4098 -1.0229
C 0.0542 0.4433 -1.1253
C -0.8980 0.0624 0.0688
C -2.4012 0.2054 -0.2101
N -3.0957 0.6096 -1.3710
C -2.2877 0.9463 -2.4840
C -0.7593 0.8683 -2.3847
C 2.5139 -0.3399 -2.1453
N 3.6544 0.5706 -2.5881
H 1.9398 2.6088 -0.4452
H 1.6065 2.2866 -2.3211
H 1.9262 0.3197 0.0772
H -0.4949 -0.2928 1.0744
H -3.0761 -0.0660 0.6846
H -2.7816 1.2972 -3.4437
H -0.1619 1.1500 -3.3254
H 2.0016 -0.6836 -3.0993
H 3.0873 -1.1260 -1.5216
H 3.2970 0.8354 -3.5228
C 6.0101 -0.4920 4.0463
O 5.0804 -0.0326 3.0790
C 5.1349 1.3687 2.8263
C 6.2477 1.7979 1.8489
C 7.6391 1.8110 2.4763
N 6.2729 0.9483 0.6527
H 6.1801 0.2443 4.8374
H 6.9527 -0.7588 3.5651
H 5.6050 -1.3991 4.4999
H 4.1712 1.6196 2.3692
H 5.1857 1.9300 3.7680
H 6.0277 2.8243 1.5333
H 8.0575 0.8088 2.5913
H 8.3336 2.3734 1.8466
H 7.6216 2.2888 3.4601
H 5.3732 1.0235 0.1814
H 6.2982 -0.0217 0.9709
C -8.4821 -0.6978 0.3776
O -7.0649 -0.6699 0.3370
C -6.4505 -1.9536 0.2853
C -6.4024 -2.5810 -1.1224
C -7.7412 -3.1527 -1.5813
N -5.9253 -1.6211 -2.1256
H -8.8620 -1.5570 0.9383
H -8.8876 -0.6946 -0.6358
H -8.8238 0.2148 0.8705
H -5.4188 -1.7959 0.6183
H -6.9104 -2.6325 1.0147
H -5.6926 -3.4156 -1.0844
H -8.4431 -2.3776 -1.8959
H -7.5966 -3.8155 -2.4386
H -8.2119 -3.7371 -0.7855
H -4.9871 -1.3184 -1.8675
H -6.4865 -0.7746 -2.0256

60
Properties=species:S:1:pos:R:3 method="wB97M-V/def2-TZVPD" multiplicity=5 s_squared=6.0600 total_charge=+4 total_energy_ha=-1717.464537 homo_energy_ev="-21.30 / -20.99"
C 3.0672 -0.1522 -0.3001
N 1.7914 -0.0652 -0.7296
N 1.8026 0.1029 -2.1007
C 3.0859 0.0430 -2.5210
C 3.9092 -0.1188 -1.4135
B 0.4842 0.2222 -2.9259
N -0.3716 -0.9929 -2.4612
N -0.5197 -1.3224 -1.1272
C -1.2284 -2.4703 -1.0479
C -1.5319 -2.8819 -2.3450
C -0.9844 -1.9369 -3.2035
Pt 0.1369 -0.2555 0.4848
N -0.2770 1.4929 -2.4598
N -0.6710 1.5951 -1.1521
C -1.2725 2.7713 -0.9982
C -1.3221 3.4387 -2.2446
C -0.6744 2.5949 -3.1421
H -1.6554 3.1055 -0.0368
H -0.4568 2.6761 -4.1979
H -1.7657 4.3928 -2.4471
H 0.6840 0.2118 -4.0971
H -0.9438 -1.8697 -4.2855
H 3.2970 0.0860 -3.5786
H -2.0650 -3.7724 -2.6189
H 4.9775 -0.2344 -1.4068
H -1.4931 -2.9013 -0.0931
H 3.2988 -0.2131 0.7606
H -1.8480 0.1484 0.7493
C -1.6645 -0.6560 1.5041
H -2.4218 -1.4105 1.2436
H -0.6878 -1.3032 1.4841
H -1.7805 -0.2430 2.5064
C 0.3274 -0.9063 4.6142
Si 1.5173 -0.5919 3.2023
C 3.1930 -0.0791 3.8802
C 1.7749 -2.2488 2.3425
C 0.9149 0.8046 2.0451
Si 0.1155 2.3483 2.8399
C 0.7496 2.6337 4.5948
C 0.6272 3.8667 1.8560
C -1.7573 2.3948 2.9355
H 0.9067 -1.3728 5.4266
H -0.4601 -1.6125 4.3169
H -0.1483 -0.0056 5.0177
H 3.5698 -0.8996 4.5104
H 3.9213 0.0892 3.0738
H 3.1439 0.8298 4.4944
H 0.9003 -2.6210 1.7937
H 2.6126 -2.2130 1.6367
H 2.0180 -2.9818 3.1240
H 1.8426 1.2481 1.6213
H 1.8470 2.6532 4.6452
H 0.3816 3.6291 4.8928
H 0.3789 1.9101 5.3310
H 0.3338 3.8032 0.7997
H 0.1426 4.7527 2.2952
H 1.7149 4.0167 1.9068
H -2.2436 2.3381 1.9531
H -2.1651 1.6076 3.5819
H -2.0316 3.3640 3.3829

57
Properties=species:S:1:pos:R:3 method="wB97M-V/def2-TZVPD" total_charge=+1 total_energy_ha=-1976.860734 relative_energy_kcal_mol=11.8 homo_energy_ev=-12.10
C 5.3574 0.8172 -0.1015
C 4.1177 1.0537 -0.9737
C 4.0692 0.0066 -2.0626
N 2.7856 -0.0477 -2.8301
P 1.3960 -0.1717 -1.8957
C 0.8119 1.5220 -1.5943
C -0.0034 1.6667 -0.3000
O -1.3885 1.6642 -0.5904
Si -2.1466 3.1722 -0.7208
C -2.0956 4.1542 0.8795
C -3.9373 2.8090 -1.1239
C -1.4348 4.2483 -2.0962
C 0.1692 -1.0740 -2.8867
S -0.4940 -2.5712 -2.1075
C -1.1871 -2.0250 -0.5195
C -2.6317 -1.5627 -0.6084
H 5.3371 -0.2040 0.2629
H 5.3077 1.4515 0.7756
H 6.2693 1.0018 -0.6534
H 3.2594 1.0185 -0.3011
H 4.1838 2.0557 -1.3843
H 4.8385 0.2576 -2.7848
H 4.3458 -0.9623 -1.6554
H 2.8174 -0.9010 -3.3893
H 1.6149 -0.8250 -0.6746
H 1.7070 2.1295 -1.5738
H 0.1894 1.7558 -2.4472
H 0.2859 2.5807 0.2190
H 0.2050 0.8518 0.3914
H -3.0563 4.0984 1.3764
H -1.9424 5.1968 0.6187
H -1.3227 3.8605 1.5823
H -4.4084 2.3770 -0.2441
H -4.4468 3.7423 -1.3314
H -4.0408 2.1118 -1.9481
H -0.7832 5.0234 -1.7039
H -2.2772 4.7494 -2.5627
H -0.9213 3.7155 -2.8902
H -0.6139 -0.3884 -3.1877
H 0.6852 -1.4061 -3.7819
H -1.1326 -2.8695 0.1532
H -0.5623 -1.2431 -0.0996
H -2.7024 -0.5124 -0.8454
H -3.1895 -2.1288 -1.3459
H -3.0866 -1.7408 0.3566
C -0.3269 -2.7867 3.5701
C 0.4312 -3.4668 4.4254
C -0.0125 -4.7754 4.9737
O 0.6782 -5.3924 5.7510
C -1.3322 -5.2916 4.5301
C -2.0885 -4.6084 3.6746
C -1.6431 -3.3060 3.1278
O -2.3324 -2.6836 2.3419
H -0.0262 -1.8295 3.1620
H 1.3947 -3.1071 4.7635
H -1.6366 -6.2453 4.9415
H -3.0537 -4.9654 3.3390